14
Properties=species:S:1:pos:R:3:forces:R:3 method="wB97M-V/def2-TZVPD" de_lowest_ev=4.906 e_lumo_ev="-1.04 / 0.58" spin_multiplicity=1 total_energy_ev=-19093.1052 orbital_gap_ev="6.47 / 8.41"
C -2.7962 -1.1994 -0.0536 0.9 2.8 0.3
C -0.7374 -0.4717 -0.1461 -3.8 0.9 0.3
C -1.3851 0.8441 -0.1054 1.0 -0.5 0.1
C 0.6162 -0.7126 0.1431 1.6 0.0 2.5
C 1.4877 0.3928 -0.1365 1.4 3.3 -1.3
N -1.5748 -1.5288 -0.1901 0.6 0.1 -0.1
N -0.5904 1.8701 -0.2254 -0.8 -1.4 0.2
S -3.2128 0.5393 0.1853 2.2 -0.8 -0.5
H -3.4710 -1.8696 -0.3739 -3.0 -2.1 -0.4
H 0.7628 -1.2033 1.1742 -0.3 0.9 -1.1
H 0.8435 -1.5052 -0.4824 0.8 -2.0 -1.6
H 2.2220 0.7650 0.6096 -0.6 -0.4 -0.7
H 1.2511 1.1236 -1.0337 0.9 -2.1 2.0
H -0.8153 2.7320 0.1924 -1.1 1.3 0.4

***

82
Properties=species:S:1:pos:R:3:forces:R:3 method="wB97M-V/def2-TZVPD" e_lumo_ev="-3.01 / -6.28" spin_multiplicity=5 total_energy_ev=-126761.0953 charge=+1 orbital_gap_ev="7.17 / 4.70" s_squared=6.053
Pd 0.3315 -0.3844 0.2065 0.3 -1.2 -1.2
N -0.8982 1.6269 4.4800 -0.2 -0.4 0.2
C -0.3100 2.4816 3.4315 0.5 0.1 -0.8
C 0.2922 1.4947 2.3900 -0.1 0.3 0.7
O 0.9027 1.9105 1.4021 0.2 0.4 -0.2
O 0.1195 0.2893 2.6888 -0.2 -0.1 0.2
H -1.9194 1.3947 4.3023 0.7 0.3 0.2
H -0.7511 1.9518 5.4334 0.0 0.0 -0.1
H -0.4311 0.6946 4.2626 -0.3 0.4 0.3
H 0.4839 3.1149 3.8263 -0.1 0.0 0.1
H -1.0538 3.1045 2.9386 -0.1 0.0 0.1
O -1.8320 1.0787 0.6369 -0.2 -0.8 0.2
N -1.7256 -0.1906 0.6321 -0.4 0.4 0.6
C -2.2749 -0.9500 1.5698 0.0 0.7 -0.9
C -2.7913 -0.3222 2.7083 -0.5 0.8 0.8
N -3.0483 0.3774 3.5882 -0.5 -0.5 -0.3
C -2.1947 -2.3452 1.3979 0.1 -0.5 0.0
N -2.1342 -3.4767 1.2156 0.0 -0.1 0.2
S 5.0158 1.2066 3.9400 0.0 0.2 0.1
C 4.1777 0.1262 3.0087 -0.5 -0.2 0.7
S 2.6562 -0.5568 3.5032 0.8 -0.2 -1.1
C 2.5255 -1.2974 1.8880 -0.9 -0.2 1.8
N 3.5681 -1.0703 1.1612 1.3 0.0 -1.1
N 4.4781 -0.3057 1.7579 -0.4 0.1 0.2
C 5.6692 0.0100 1.0656 0.5 0.1 -0.3
C 6.8751 0.1164 1.7517 0.0 0.0 0.1
C 8.0218 0.4600 1.0588 0.0 0.0 0.0
C 7.9755 0.6680 -0.3105 0.0 0.0 0.1
C 6.7751 0.5256 -0.9907 -0.1 0.0 0.0
C 5.6163 0.1974 -0.3118 -0.1 0.0 0.0
S 1.2078 -2.2846 1.4749 -0.2 0.0 0.2
H 6.9260 -0.0854 2.8107 0.1 -0.1 0.0
H 8.9543 0.5557 1.5926 0.1 0.0 0.0
H 8.8760 0.9327 -0.8443 0.0 0.0 0.0
H 6.7351 0.6783 -2.0581 0.0 0.0 -0.1
H 4.6732 0.1029 -0.8292 -0.1 0.0 0.0
Cl 2.1521 0.3105 -1.2320 0.4 0.3 -0.1
F -2.2551 6.7904 2.5954 0.1 0.0 -0.1
C -1.7964 5.8874 1.7131 0.0 -0.2 -0.1
C -2.6818 4.9729 1.1679 0.0 0.2 0.2
C -2.1978 4.0158 0.2948 0.0 -0.1 -0.1
C -0.8473 3.9767 -0.0182 0.4 -0.7 -0.4
C 0.0264 4.9014 0.5330 0.0 0.0 0.0
C -0.4480 5.8748 1.3956 -0.1 0.1 0.1
Sb -0.1223 2.3153 -1.1982 -0.6 1.4 -0.9
C -1.8484 2.0916 -2.4975 0.9 0.0 0.6
C -2.3267 3.2216 -3.1416 0.0 0.0 0.0
C -3.4436 3.1272 -3.9517 -0.2 -0.1 -0.1
C -4.0608 1.8943 -4.0953 0.2 0.1 0.1
F -5.1439 1.8013 -4.8770 0.0 0.0 0.0
C -3.5930 0.7585 -3.4591 -0.1 0.1 -0.1
C -2.4741 0.8674 -2.6524 0.0 -0.1 0.0
C 1.3482 3.1901 -2.5460 -0.7 -0.4 0.7
C 2.5459 3.6793 -2.0478 0.0 0.1 0.1
C 3.5045 4.1748 -2.9131 0.1 0.0 -0.1
C 3.2500 4.1425 -4.2740 -0.2 -0.1 0.1
F 4.1762 4.6169 -5.1193 0.0 0.0 0.0
C 2.0747 3.6219 -4.7873 0.3 0.1 -0.1
C 1.1215 3.1343 -3.9108 -0.1 0.1 0.0
H -3.7261 5.0078 1.4352 -0.1 0.1 0.0
H -2.8777 3.2951 -0.1367 -0.1 -0.1 0.0
H 1.0805 4.8690 0.2990 0.1 0.0 0.0
H 0.2117 6.6120 1.8237 0.1 0.1 0.1
H -1.8301 4.1724 -3.0119 0.0 0.2 0.0
H -3.8391 3.9902 -4.4644 -0.1 0.1 -0.1
H -4.0969 -0.1847 -3.5936 -0.1 -0.1 0.0
H -2.0967 -0.0125 -2.1484 -0.1 0.0 0.0
H 2.7374 3.6677 -0.9822 0.1 0.0 0.0
H 4.4398 4.5736 -2.5525 0.1 0.0 0.0
H 1.9227 3.5927 -5.8550 0.0 0.0 -0.1
H 0.2003 2.7233 -4.2991 0.0 0.0 -0.1
C -1.0327 -4.9172 -1.5076 -0.6 0.1 0.0
N 0.3330 -4.4464 -1.4903 0.6 -0.3 0.2
C 0.6866 -3.1757 -1.5555 0.1 0.4 -0.3
N 1.9673 -2.8230 -1.5806 0.3 -0.2 -0.2
S -0.5185 -1.9673 -1.6753 0.0 0.4 0.3
H -1.0467 -5.9740 -1.2599 0.1 0.0 0.0
H -1.4779 -4.7677 -2.4931 0.0 -0.1 0.0
H -1.6236 -4.3727 -0.7690 0.1 -0.2 -0.1
H 1.0607 -5.1417 -1.4133 0.0 0.1 -0.1
H 2.6969 -3.4926 -1.3933 0.0 0.0 0.0
H 2.2105 -1.8288 -1.5806 -0.2 -0.4 0.0

***

13
Properties=species:S:1:pos:R:3:forces:R:3 method="wB97M-V/def2-TZVPD" de_lowest_ev=0.225 e_lumo_ev=0.80 spin_multiplicity=1 total_energy_ev=-13165.8039 orbital_gap_ev=10.71 smiles="C=C[Si@@H](C)O"
C -1.6417 -1.6932 0.5730 -2.9 4.2 -1.0
C -1.2641 -0.3945 0.3902 3.1 -2.0 0.9
Si 0.6725 0.0678 0.4092 -2.4 0.8 -1.5
C 1.0306 0.8570 -1.3565 0.1 -1.9 0.8
O 0.6682 1.3309 1.4908 1.5 0.4 -0.2
H -2.7407 -1.7536 0.4992 0.4 -0.7 0.4
H -1.1380 -2.5876 0.7049 1.5 -1.2 0.1
H -1.9838 0.4234 0.3727 0.0 -0.3 -0.3
H 1.5585 -1.0744 0.7928 -0.2 0.2 -0.2
H 0.8016 0.0906 -2.1296 -0.7 0.7 0.4
H 0.5270 1.8072 -1.4493 -0.6 0.0 -0.2
H 2.0460 1.0438 -1.6185 1.2 0.3 0.4
H 1.4638 1.8826 1.3212 -0.8 -0.3 0.5

***

31
Properties=species:S:1:pos:R:3:forces:R:3 method="wB97M-V/def2-TZVPD" de_lowest_ev=7.114 e_lumo_ev="-0.38 / 0.01" spin_multiplicity=1 total_energy_ev=-16818.1213 orbital_gap_ev="6.17 / 8.30"
C -3.3712 -1.8433 -0.1179 -0.5 -0.8 1.1
C -3.9962 -0.6864 0.3356 2.5 0.7 -0.9
C -2.0419 -1.8271 -0.5321 -0.3 -1.3 -1.5
C -3.3025 0.4876 0.2205 2.7 -0.5 -1.8
C -1.2683 -0.6672 -0.6666 -1.7 0.0 -0.7
C -1.9324 0.5836 -0.3479 -2.5 -1.4 0.9
C -0.1006 -1.0281 -1.5301 3.4 -1.0 0.6
C 1.1423 -1.2917 -0.9520 -4.3 2.3 -1.7
C 0.2060 1.7593 -0.2510 -1.8 1.8 -0.3
C 0.8116 0.7100 0.6820 -1.3 -2.2 1.5
C -1.3524 1.8546 -0.3570 2.9 -0.8 -1.1
C 1.7293 -0.3884 0.0528 2.0 -0.7 0.0
C 2.4086 -1.3371 1.1147 -1.1 3.4 -0.9
C 2.9077 0.2755 -0.7917 0.4 0.5 2.6
O -1.8940 3.0942 -0.7118 -2.0 -2.0 0.3
H -4.0319 -2.7133 0.0713 1.2 0.0 -0.7
H -4.9041 -0.8070 0.7976 -2.2 0.3 0.9
H -1.6007 -2.7206 -1.0931 -0.8 1.0 1.4
H -3.5501 1.4757 0.4269 -1.6 1.3 1.1
H -0.3167 -1.4485 -2.5376 0.0 0.4 0.8
H 0.3839 2.8223 -0.0025 0.8 -0.5 0.5
H 0.6982 1.6406 -1.2080 -0.3 0.0 -0.7
H 1.4588 1.2550 1.3423 0.3 0.1 0.7
H 0.0291 0.0618 1.3575 1.6 2.1 -1.6
H 2.9343 -2.0397 0.6029 1.5 -2.1 -1.5
H 1.7076 -1.7867 1.7136 -1.9 -1.2 1.4
H 3.0738 -0.8051 1.7264 1.0 0.9 1.0
H 2.9110 0.0646 -1.8005 -0.6 -0.6 -2.3
H 3.8703 -0.1668 -0.4644 -0.4 0.7 0.2
H 2.8687 1.3815 -0.7252 0.4 -0.6 0.3
H -2.8939 2.9536 -0.9277 2.6 0.3 0.5

***

13
Properties=species:S:1:pos:R:3:forces:R:3 method="wB97M-V/def2-TZVPD" de_lowest_ev=3.667 e_lumo_ev=0.62 spin_multiplicity=1 total_energy_ev=-16119.5701 orbital_gap_ev=8.59
C -0.3623 -1.3984 0.6506 -0.7 0.8 -1.4
C -0.0694 1.1040 0.3750 -0.3 -0.7 1.1
C -1.0172 -0.0273 0.6707 0.3 0.9 2.5
O 1.8728 0.8658 -1.4901 -0.8 0.3 3.0
S -1.5051 0.7702 -0.8417 0.5 -0.4 -0.7
H -0.1499 -1.8620 1.5863 -0.3 0.0 0.9
H -0.9477 -2.0543 0.0220 0.0 -0.6 0.0
H 0.5848 -1.1651 0.1952 0.5 -0.4 -0.5
H -0.2441 1.9488 1.0673 -0.7 0.2 -1.0
H 2.8033 0.8258 -1.5665 1.7 -0.1 -0.7
H -1.8228 0.1967 1.4087 0.6 -0.6 -0.4
H 1.7722 0.9993 -0.4457 -0.9 -0.4 -3.0
H -0.9147 -0.2035 -1.6318 0.0 1.1 0.2

***

171
Properties=species:S:1:pos:R:3:forces:R:3 method="wB97M-V/def2-TZVPD" e_lumo_ev=-18.68 spin_multiplicity=1 total_energy_ev=-97669.0494 charge=+10 orbital_gap_ev=7.56
C -14.2153 8.4309 12.5578 1.5 0.0 -0.2
N -13.4616 7.2267 12.1048 -0.4 -0.5 -1.3
C -13.8497 5.9864 12.5103 1.0 0.2 -1.2
C -13.1657 4.8934 12.0038 -0.5 -0.2 -0.2
C -12.0257 5.0196 11.1958 0.0 -1.4 0.0
C -11.7165 6.2863 10.7630 1.0 1.4 0.3
C -12.4452 7.3768 11.1726 -1.2 -0.5 1.7
C -11.2233 3.7731 10.8425 0.2 0.0 1.1
C -10.2920 3.6855 9.7997 0.0 -0.4 -0.2
C -9.6751 2.4569 9.4700 -0.7 1.1 1.8
N -9.9011 1.4286 10.2816 -0.4 -1.5 1.2
C -10.6867 1.4609 11.4338 -0.2 2.3 -2.4
C -11.3493 2.6634 11.7245 0.9 -1.5 -0.9
C -9.3283 0.0913 9.9673 0.2 -0.4 -0.1
H -15.2235 8.2228 12.9160 0.4 -0.3 0.0
H -14.2353 9.1364 11.7271 -0.2 -0.1 0.1
H -13.5325 8.8292 13.3083 -0.7 0.5 0.4
H -14.7084 5.8990 13.1594 0.0 0.0 0.0
H -13.5954 3.9108 12.1317 0.1 0.0 0.5
H -10.7781 6.5333 10.2888 -0.1 -0.3 -0.6
H -12.2252 8.3965 10.8929 0.1 0.0 -0.1
H -9.9759 4.5284 9.2030 -0.4 0.1 -0.1
H -8.9606 2.3331 8.6697 -0.1 -0.1 -0.1
H -10.9606 0.5434 11.9334 0.7 -0.2 0.1
H -11.9272 2.5558 12.6305 -0.3 0.7 -0.1
H -8.6757 0.1146 9.0945 -0.2 0.2 0.0
H -10.1773 -0.5675 9.7849 0.2 -0.1 0.0
H -8.7423 -0.2661 10.8141 -0.1 0.1 0.0
C -10.5849 12.3148 14.7701 0.8 -1.1 0.4
N -10.3799 13.7497 14.6518 0.9 0.9 0.5
C -9.7777 14.3858 15.6861 0.0 1.1 -0.6
C -9.5180 15.7735 15.6115 -1.2 -1.6 0.3
C -9.9639 16.4866 14.4867 0.9 0.3 -0.3
C -10.5267 15.7930 13.4147 0.4 -1.0 0.6
C -10.6474 14.4227 13.5395 -1.0 -0.2 -1.0
C -9.5978 17.9171 14.2863 1.5 -0.1 1.7
C -8.3904 18.4010 14.8380 -0.2 0.0 -0.9
C -7.9034 19.6766 14.5191 -1.6 -0.8 -1.9
N -8.5861 20.3814 13.5443 -0.4 -2.3 0.9
C -9.7954 19.8934 13.0528 1.4 2.0 0.5
C -10.3510 18.7379 13.4930 -0.2 -0.8 -0.2
C -7.9613 21.5651 12.9182 -1.1 0.5 0.0
H -9.6368 11.8689 15.0709 0.2 0.1 -0.2
H -10.8626 11.8235 13.8376 -0.3 0.5 0.1
H -11.2526 12.0783 15.5985 -0.4 0.2 -0.4
H -9.5115 13.6771 16.4564 0.2 0.6 0.5
H -9.1224 16.2790 16.4800 0.3 0.0 -0.1
H -10.7645 16.2378 12.4598 0.1 0.1 0.1
H -11.0079 13.7849 12.7460 -0.1 0.2 -0.2
H -7.7022 17.6886 15.2685 0.0 0.3 0.6
H -6.9196 19.9966 14.8290 0.0 0.4 0.1
H -10.2858 20.5102 12.3142 0.1 0.2 0.0
H -11.2738 18.3068 13.1338 -0.2 0.7 -0.4
H -6.9252 21.3928 12.6269 -0.1 -0.1 0.2
H -8.0878 22.3770 13.6343 0.4 0.2 -0.2
H -8.6101 21.7496 12.0620 0.5 0.4 -0.1
C -14.2142 12.8912 17.0083 0.5 -0.9 -0.5
N -14.8324 14.1739 17.1834 0.0 0.7 1.3
C -14.5179 14.9058 18.3141 0.2 -0.7 -2.0
C -14.9774 16.1859 18.4414 -1.4 -0.7 0.8
C -15.9486 16.6271 17.5384 0.3 -0.9 -1.3
C -16.2258 15.8497 16.3775 -0.2 0.3 0.8
C -15.6711 14.5987 16.2344 -0.5 0.9 1.0
C -16.7680 17.7900 17.8690 -1.0 1.3 0.0
C -16.8707 18.9128 17.0080 -1.4 0.5 2.6
C -17.6838 19.9790 17.5006 0.4 -1.1 0.1
N -18.3828 19.9273 18.6853 0.7 -0.8 -1.3
C -18.2911 18.8263 19.4656 0.1 0.5 -0.6
C -17.5136 17.7646 19.0763 0.9 0.5 -0.2
C -19.2985 21.0298 18.9854 -0.8 1.4 -0.4
H -14.1696 12.3306 17.9420 0.1 0.1 -0.1
H -13.2360 13.0997 16.5749 0.2 -0.4 0.2
H -14.7612 12.3361 16.2463 0.1 -0.1 0.3
H -13.8661 14.3788 18.9952 0.0 0.2 0.2
H -14.9343 16.6524 19.4145 0.6 0.4 0.0
H -17.0437 16.0809 15.7113 0.0 0.4 0.0
H -16.0587 13.8802 15.5274 0.5 0.0 -0.3
H -16.3176 19.0483 16.0903 -0.1 -0.1 0.0
H -17.7598 20.8855 16.9184 -0.2 0.1 0.2
H -18.8145 18.7752 20.4090 -0.3 0.4 0.0
H -17.4331 17.0315 19.8652 0.2 -0.6 -0.4
H -19.2474 21.4478 19.9908 0.5 -0.4 0.0
H -20.3448 20.7898 18.7960 0.1 -0.7 0.1
H -19.0995 21.8080 18.2486 0.2 0.2 0.3
C -17.8200 10.4574 14.2941 0.4 -0.7 0.5
N -18.8855 10.9238 13.3909 0.9 -1.3 2.6
C -18.5479 11.6870 12.3968 -0.6 1.6 -2.2
C -19.5426 12.0562 11.5148 -0.5 -0.3 -0.6
C -20.8512 11.5876 11.6801 -0.7 0.1 0.1
C -21.1630 10.8162 12.8202 0.0 1.4 -0.9
C -20.1286 10.5257 13.6456 -0.9 -0.6 0.8
C -21.9423 11.9873 10.7337 -0.5 -0.6 -1.9
C -21.7954 11.8759 9.3034 -1.7 0.6 0.6
C -22.8790 12.3123 8.4838 2.1 0.4 2.1
N -23.9485 12.8129 9.0737 -2.5 0.6 -0.7
C -24.2420 12.7711 10.4000 2.0 -0.1 -0.6
C -23.2126 12.3746 11.2296 0.2 -0.5 0.1
C -24.9219 13.5275 8.1610 0.1 0.2 0.2
H -17.3910 9.5500 13.8689 0.5 0.4 -0.4
H -18.1586 10.0494 15.2465 -0.7 0.6 0.0
H -17.1095 11.2620 14.4835 0.1 -0.3 -0.3
H -17.5384 12.0610 12.3116 0.1 -0.3 0.2
H -19.3689 12.6770 10.6483 0.4 0.1 0.1
H -22.1842 10.6322 13.1197 0.0 -0.5 -0.2
H -20.3064 10.0013 14.5728 0.2 -0.2 0.0
H -20.9777 11.4656 8.7296 0.4 0.0 0.5
H -22.7634 12.5295 7.4322 -0.1 -0.6 -0.2
H -25.1786 13.1539 10.7776 -0.2 -0.1 -0.3
H -23.4559 12.3312 12.2810 0.3 0.2 0.2
H -24.7891 13.1685 7.1404 -0.1 0.0 0.2
H -24.6539 14.5821 8.2250 -0.1 0.0 -0.1
H -25.9503 13.4042 8.5003 0.2 -0.2 0.0
C -12.7570 15.1686 10.0544 -0.1 -0.1 -1.4
C -14.2911 15.3694 9.9868 0.4 -2.0 -0.2
C -15.0953 14.2366 9.1368 0.5 1.3 -0.3
O -15.0739 12.9759 9.7396 0.6 0.4 0.8
C -15.8425 11.9341 9.1325 -0.1 0.4 1.5
N -14.7976 15.2681 11.3948 -0.1 0.3 -0.2
H -15.7504 15.5770 11.5248 -0.6 0.0 -0.2
H -14.7034 14.3010 11.6706 0.1 -0.7 0.6
H -14.2292 15.8764 11.9665 0.3 -0.1 0.5
H -12.4085 15.5577 9.0977 0.3 0.4 0.1
H -12.3527 14.1572 10.0152 -0.7 -0.3 0.4
H -12.2318 15.6872 10.8565 -0.3 0.3 0.0
H -14.4997 16.4032 9.7115 -0.2 -0.3 -0.7
H -14.6794 14.1051 8.1379 0.2 0.8 -0.2
H -16.1202 14.5935 9.0356 -0.2 0.1 -0.1
H -16.8413 12.2920 8.8827 0.0 0.0 -0.4
H -15.9398 11.2922 10.0081 -0.2 -0.6 -0.4
H -15.3490 11.4059 8.3167 0.1 0.3 -0.1
C -12.1572 9.4141 21.1793 0.4 -1.1 -0.6
C -11.5988 8.6872 19.9273 -0.5 1.6 -0.5
C -12.5435 8.8437 18.7251 -0.3 -0.4 -0.7
O -11.8568 8.5750 17.5170 1.0 0.4 -1.0
C -12.6077 8.5311 16.2631 -0.2 -0.3 2.3
N -10.3506 9.4804 19.5797 -0.1 0.1 -0.3
H -9.6289 9.3463 20.2735 0.6 -0.4 0.3
H -10.0087 9.2646 18.6542 0.3 -0.6 -0.4
H -10.5271 10.4748 19.5707 -0.3 0.5 0.2
H -12.9986 8.8112 21.5208 0.4 0.0 0.8
H -12.5423 10.4260 21.0532 0.0 0.0 -0.8
H -11.2919 9.5479 21.8286 -0.6 -0.6 0.9
H -11.2320 7.6683 20.0513 -0.4 0.0 0.4
H -12.9169 9.8677 18.7370 -0.1 0.4 -0.1
H -13.4151 8.1892 18.7373 0.0 -0.2 0.8
H -13.2957 7.6927 16.3720 0.0 -0.3 -0.5
H -11.8969 8.3965 15.4478 -0.1 0.1 0.2
H -13.2416 9.4140 16.1816 0.2 0.4 -0.3
C -11.7357 11.2789 4.8807 0.6 0.3 -0.3
C -12.0353 10.5228 6.1534 1.2 -0.3 1.3
C -11.8468 11.4051 7.4813 -0.9 -0.9 -1.3
O -12.1321 10.7284 8.7004 -0.5 -1.6 -1.0
C -12.0160 11.4926 9.9026 0.3 0.5 -2.1
N -13.4351 9.9418 6.0752 0.4 0.3 0.1
H -14.0508 10.7190 5.8827 -0.7 0.2 0.0
H -13.5529 9.2855 5.3167 0.3 -0.2 -0.9
H -13.7208 9.3992 6.8777 -0.1 0.3 0.8
H -10.6622 11.4570 4.8179 0.1 0.1 0.2
H -12.1998 12.2577 4.7598 -0.3 -0.1 0.2
H -11.9061 10.6842 3.9832 -0.4 -0.1 0.1
H -11.3616 9.6662 6.1742 -0.1 -0.1 0.2
H -12.5716 12.1917 7.2715 0.0 0.7 0.5
H -10.8264 11.7882 7.4801 0.0 0.1 -0.2
H -12.9857 11.9596 10.0750 0.2 -0.1 0.6
H -11.2840 12.2299 9.5728 0.3 0.5 1.1
H -11.6151 10.8613 10.6956 -0.2 0.1 0.0
B -14.0335 12.5977 13.4888 0.5 -1.2 1.4
F -13.6249 13.7662 14.0447 0.8 2.4 1.0
F -15.3861 12.5340 13.5407 -2.8 0.2 -0.5
F -13.5739 12.5673 12.2155 0.6 -0.4 -1.5
F -13.6062 11.5590 14.3300 0.8 -0.8 -0.2